(1)
{"formula": "H4O2", "method": "ωB97M-V/def2-TZVPD", "species": ["O", "H", "H", "O", "H", "H"], "xyz": [[1.124040, -0.134596, -0.086435], [1.005381, 0.832614, -0.121536], [2.079588, -0.275931, -0.145435], [-1.537026, -0.075484, -0.219327], [-0.609201, -0.332630, -0.002894], [-2.062784, -0.013971, 0.575625]], "forces_ev_per_a": [[0.60, 0.73, 0.02], [0.12, -0.55, -0.04], [-0.34, -0.06, 0.03], [0.65, -0.06, -0.40], [-1.19, 0.04, 0.06], [0.16, -0.11, 0.34]], "de_lowest_kcal_mol": 2.76, "charge": 0, "orbital_gap_ev": 11.6, "smiles": "O.O", "e_lumo_ev": 0.69, "homo_energy_ev": -10.90}

---

(2)
{"formula": "C30H33Cl5CoN3O8PS3", "method": "ωB97M-V/def2-TZVPD", "species": ["Co", "O", "C", "C", "C", "C", "C", "C", "C", "O", "N", "N", "C", "S", "C", "C", "S", "H", "H", "H", "H", "H", "H", "H", "H", "H", "Cl", "C", "C", "C", "Cl", "C", "O", "C", "Cl", "C", "H", "H", "N", "C", "C", "C", "C", "C", "C", "S", "O", "O", "O", "H", "H", "H", "H", "H", "H", "C", "C", "P", "C", "C", "C", "C", "H", "H", "H", "H", "H", "H", "H", "H", "H", "H", "H", "H", "H", "H", "H", "Cl", "C", "Cl", "C", "O", "O", "H"], "xyz": [[-0.251337, -0.397206, 1.110037], [0.725416, 0.534218, -3.057819], [0.159802, -0.523082, -3.652729], [0.349301, -0.641499, -5.035369], [-0.203773, -1.699565, -5.721230], [-0.955423, -2.667527, -5.050580], [-1.135233, -2.555981, -3.687728], [-0.589702, -1.491698, -2.963647], [-0.790797, -1.404040, -1.494306], [-0.235174, -0.433012, -0.871049], [-1.533530, -2.322722, -0.928067], [-1.652676, -2.124705, 0.447271], [-2.071959, -3.178810, 1.019457], [-2.529925, -3.236320, 2.714097], [-2.075821, -4.978313, 2.847149], [-2.663195, -5.675022, 1.630441], [-2.250625, -4.703363, 0.151007], [0.641636, 0.404952, -2.086875], [0.965995, 0.103830, -5.522364], [-0.035515, -1.784150, -6.788418], [-1.380855, -3.504589, -5.589893], [-1.702792, -3.296169, -3.139124], [-2.487687, -5.368354, 3.778176], [-0.987809, -5.039590, 2.857251], [-3.745111, -5.774054, 1.728964], [-2.226634, -6.666268, 1.499071], [1.128242, 2.548899, 7.827260], [0.992600, 2.080325, 6.146424], [0.208699, 0.995227, 5.798430], [0.108352, 0.639587, 4.468431], [-0.913388, -0.685217, 4.015100], [0.777412, 1.315965, 3.414664], [0.689378, 1.013757, 2.176466], [1.538508, 2.432872, 3.853300], [2.348238, 3.375703, 2.637624], [1.657230, 2.808397, 5.176040], [-0.325121, 0.433478, 6.552085], [2.260515, 3.665088, 5.441221], [2.470805, 1.103248, -0.185118], [3.124901, 1.309970, -1.401074], [3.152817, 2.582763, -1.981299], [3.694869, 2.774855, -3.239646], [4.231434, 1.710563, -3.954266], [4.223184, 0.452612, -3.374783], [3.679597, 0.247539, -2.112467], [4.893350, 1.990907, -5.595919], [3.731942, 2.345530, -6.408573], [5.838316, 3.093262, -5.431902], [5.515708, 0.726225, -5.973815], [2.394543, 1.907425, 0.416402], [2.722277, 0.270298, 0.327448], [2.721298, 3.419878, -1.439468], [3.704440, 3.763250, -3.682931], [4.646243, -0.373700, -3.931856], [3.656985, -0.748516, -1.681637], [-1.225955, 2.668706, -1.021272], [-2.346759, 1.708785, -0.612709], [-2.017458, 1.038785, 1.055989], [-1.847816, 2.536729, 2.095531], [-3.013942, 3.516827, 2.042749], [-3.594015, 0.285251, 1.657407], [-4.865117, 0.605869, 0.877272], [-1.236591, 2.845085, -2.096355], [-0.242969, 2.268162, -0.769705], [-1.332820, 3.631426, -0.516697], [-2.390690, 0.854176, -1.290139], [-3.317742, 2.207353, -0.648502], [-0.906917, 3.009704, 1.807988], [-1.690877, 2.178335, 3.116859], [-3.184476, 3.886410, 1.029904], [-2.819353, 4.382115, 2.679345], [-3.941421, 3.056172, 2.389754], [-3.696238, 0.581361, 2.705679], [-3.429810, -0.791559, 1.658130], [-5.088693, 1.674035, 0.872793], [-5.720483, 0.087094, 1.315030], [-4.780006, 0.279783, -0.160118], [4.148869, -2.125654, 1.749534], [2.876675, -3.307053, 1.375741], [3.006003, -3.855594, -0.312192], [1.455002, -2.744568, 1.610976], [0.671268, -3.503557, 2.175316], [1.285513, -1.581383, 1.152523], [3.036869, -4.169946, 2.009306]], "forces_ev_per_a": [[-0.64, -0.10, 0.23], [-0.08, -0.03, 0.00], [0.06, 0.05, 0.00], [0.01, 0.00, 0.02], [0.00, -0.01, 0.01], [0.01, 0.01, -0.02], [-0.03, 0.00, 0.03], [-0.04, -0.02, -0.02], [0.03, -0.01, -0.01], [0.19, 0.10, -0.20], [-0.05, -0.04, 0.05], [0.32, 0.06, -0.18], [-0.07, 0.06, 0.24], [0.05, 0.02, -0.05], [0.00, -0.04, 0.01], [0.01, -0.01, 0.04], [-0.01, 0.00, -0.07], [-0.04, 0.08, 0.00], [0.00, 0.01, -0.02], [0.00, 0.00, 0.00], [0.00, 0.00, 0.00], [0.00, 0.00, 0.00], [0.00, 0.00, 0.00], [-0.01, 0.02, 0.00], [0.00, 0.01, -0.02], [0.00, 0.00, 0.00], [0.00, 0.00, 0.00], [-0.03, -0.03, 0.04], [0.02, 0.02, 0.03], [0.04, 0.09, -0.10], [0.02, -0.16, 0.02], [0.01, 0.03, -0.06], [0.23, -0.13, 0.10], [0.03, -0.02, 0.01], [0.00, 0.03, 0.05], [0.01, 0.01, -0.06], [0.00, -0.01, 0.00], [0.00, 0.00, 0.00], [0.03, 0.06, -0.15], [0.09, 0.03, -0.03], [-0.01, -0.05, 0.04], [0.00, 0.02, 0.00], [-0.01, 0.04, 0.01], [0.00, -0.07, 0.00], [0.04, 0.05, 0.02], [0.01, 0.01, -0.02], [0.01, -0.02, 0.01], [-0.02, -0.01, 0.00], [-0.01, 0.01, 0.01], [-0.02, -0.05, 0.04], [-0.11, -0.07, -0.03], [0.00, 0.00, 0.00], [0.01, -0.01, -0.01], [0.00, 0.01, 0.00], [0.00, 0.00, 0.01], [0.02, -0.01, -0.04], [-0.02, 0.03, 0.03], [-0.08, -0.07, 0.02], [-0.01, -0.03, 0.02], [-0.02, 0.02, 0.00], [-0.02, 0.05, -0.01], [-0.02, 0.02, -0.03], [0.00, -0.01, 0.00], [0.04, -0.06, -0.01], [0.00, 0.00, 0.00], [0.03, 0.01, 0.00], [0.00, 0.00, 0.00], [-0.02, 0.02, -0.03], [-0.04, 0.01, -0.02], [0.00, 0.00, 0.00], [0.01, 0.00, 0.01], [0.01, 0.00, 0.00], [0.02, 0.00, -0.01], [-0.01, 0.00, -0.02], [0.00, 0.00, 0.00], [0.00, 0.00, 0.01], [0.00, 0.00, 0.00], [0.01, 0.01, 0.00], [-0.03, -0.01, 0.01], [0.01, 0.00, -0.01], [-0.02, -0.03, -0.10], [0.02, 0.06, 0.09], [0.11, 0.09, 0.09], [0.00, -0.01, -0.01]], "de_lowest_kcal_mol": 12.17, "charge": -2, "orbital_gap_ev": [5.8, 5.8], "multiplicity": 2, "e_lumo_ev": [3.33, 3.32], "s_squared": 1.007, "homo_energy_ev": [-2.50, -2.50]}

---

(3)
{"formula": "C4H5NO", "method": "ωB97M-V/def2-TZVPD", "species": ["N", "C", "C", "C", "C", "O", "H", "H", "H", "H", "H"], "xyz": [[0.325508, 0.400077, 2.405628], [0.109049, 0.806031, 1.342122], [-0.374117, 1.197973, -0.056953], [0.409704, -0.021538, -0.527745], [-0.062674, -1.397085, -0.413785], [0.254115, -1.017771, -1.704561], [-0.074216, 2.160873, -0.538497], [-1.463479, 1.193072, 0.057221], [1.454200, 0.242815, -0.460022], [0.554898, -2.119953, 0.111140], [-1.132988, -1.444494, -0.214549]], "forces_ev_per_a": [[-0.05, 0.44, -1.19], [-0.78, 1.79, 1.05], [0.38, -0.76, 1.02], [0.19, -1.41, -2.73], [-0.07, 0.35, 1.34], [-0.21, 2.01, 0.17], [0.17, -0.78, 0.96], [0.15, -0.45, -0.60], [0.24, -0.57, 0.12], [-0.02, -0.22, -0.25], [-0.01, -0.41, 0.10]], "de_lowest_kcal_mol": 68.02, "charge": 0, "orbital_gap_ev": 11.5, "smiles": "N#CC[C@H]1CO1", "e_lumo_ev": 0.78, "homo_energy_ev": -10.69}

---

How do the records compare in DFT total energy? In the order shown, they have -4159.81904, -194535.84242, -7763.57671 eV.
How do the records compare in F_max? In the order shown, they have 1.19, 0.69, 3.08 eV/A.